30
Properties=species:S:1:pos:R:3:lowdin_spin:R:1 method="wB97M-V/def2-TZVPD" lumo_ha="0.1111 / 0.1104" homo_energy_ha="-0.170 / -0.210" total_energy_ev=-78216.62761 multiplicity=6 charge=-1 de_lowest_kj_mol=25.0
Mn -0.278 0.197 0.327 4.59
P 0.926 0.392 3.389 0.01
P 2.994 0.041 0.768 0.01
F -2.944 -1.048 -1.416 0.01
F -2.616 -0.194 0.572 0.06
O 4.249 -0.741 0.716 0.00
O 0.984 2.790 -0.486 0.03
O -0.133 -0.128 2.453 0.06
O 1.067 -0.289 4.701 0.00
O 3.217 1.540 0.290 0.00
O -0.554 2.970 1.122 0.02
O 1.766 -0.581 0.127 0.07
O 0.784 1.981 3.552 0.00
N 2.570 -1.410 2.792 0.00
C 0.050 2.232 0.112 0.06
C 2.606 0.067 2.609 0.00
C -0.136 4.326 1.316 0.00
C 3.726 0.669 3.417 0.00
B -1.946 -0.595 -0.618 0.08
H 0.881 4.442 0.934 0.00
H -0.808 4.991 0.770 0.00
H 2.194 -1.559 3.750 0.00
H 3.702 1.749 3.287 0.00
H 3.602 0.445 4.478 0.00
H 2.419 1.964 -0.095 0.00
H 0.307 2.324 2.783 0.00
H 4.687 0.298 3.056 0.00
H -0.181 4.536 2.382 0.00
H 3.484 -1.821 2.566 0.00
H 1.886 -1.737 2.086 0.00



18
Properties=species:S:1:pos:R:3:lowdin_charge:R:1 method="wB97M-V/def2-TZVPD" lumo_ha=-0.1249 homo_energy_ha=-0.502 total_energy_ev=-77897.85606 charge=+1 smiles=C[NH+](C)[C@@H](O)CBr de_lowest_kj_mol=172.5
Br 1.233 -0.023 3.257 0.67
O 1.642 0.016 0.421 -0.08
N -0.502 0.016 -0.524 -0.14
C -0.272 -0.500 1.998 -0.40
C -0.299 -0.624 -1.977 0.11
C -0.303 1.515 -0.632 0.01
C 0.411 -0.581 0.422 -0.42
H 0.183 1.906 -1.549 0.12
H 0.803 -0.525 -1.991 0.12
H -1.461 -0.151 -0.208 0.18
H 0.378 1.846 0.162 0.10
H -1.225 2.125 -0.331 0.14
H -0.924 -0.021 -2.614 0.10
H -1.097 0.209 2.230 0.07
H 0.505 -1.598 0.264 0.13
H 2.403 -0.629 0.470 0.16
H -0.804 -1.575 -1.722 0.12
H -0.670 -1.406 2.322 0.02



23
Properties=species:S:1:pos:R:3:lowdin_charge:R:1 method="wB97M-V/def2-TZVPD" lumo_ha=0.0595 homo_energy_ha=-0.124 total_energy_ev=-27438.78368 charge=-1 de_lowest_kj_mol=20.7
Cs 2.435 2.990 -0.930 1.07
S -0.919 3.573 -0.296 0.11
O -2.104 4.305 0.148 -0.42
O -0.110 -1.721 -0.946 -0.17
O -1.377 2.356 -1.015 -0.45
O -0.009 3.149 0.812 -0.57
O -0.100 4.431 -1.174 -0.59
N 1.099 0.556 0.573 -0.02
C 0.460 -0.636 1.154 -0.42
C -1.015 -0.363 1.472 -0.04
C 0.102 -2.798 -1.812 -0.14
C 0.649 -1.847 0.257 -0.22
H 0.103 -3.809 -1.378 0.08
H 1.712 -1.927 -0.016 0.12
H -0.701 -2.778 -2.555 0.09
H -1.617 -0.441 0.571 0.08
H 1.062 -2.736 -2.350 0.08
H -1.370 -1.128 2.180 0.07
H -1.146 0.599 1.959 0.08
H 0.570 1.370 0.911 0.00
H 0.378 -2.763 0.796 0.12
H 0.909 0.568 -0.426 0.02
H 0.991 -0.950 2.064 0.12



20
Properties=species:S:1:pos:R:3:lowdin_charge:R:1 method="wB97M-V/def2-TZVPD" lumo_ha=0.0242 homo_energy_ha=-0.340 total_energy_ev=-30705.43818 smiles="CO[P@](=S)(CF)N(C)C" de_lowest_kj_mol=68.0
S -2.511 1.923 0.308 0.28
P -1.372 0.394 0.060 0.42
F -2.809 -1.403 -1.216 -0.07
O -1.612 -0.891 1.453 -0.36
N 0.311 0.562 0.082 -0.40
C 0.867 1.215 -1.093 -0.13
C -1.663 -0.709 -1.428 -0.32
C 0.788 1.170 1.317 -0.14
C -0.794 -2.031 1.484 -0.20
H 0.614 2.249 1.340 0.08
H -1.422 -2.918 1.349 0.08
H -0.017 -2.018 0.713 0.07
H -0.850 -1.430 -1.567 0.10
H -0.308 -2.075 2.465 0.08
H 1.949 1.074 -1.084 0.09
H 1.857 0.983 1.407 0.09
H 0.267 0.710 2.157 0.08
H 0.460 0.767 -2.000 0.07
H -1.813 -0.100 -2.327 0.09
H 0.651 2.291 -1.107 0.09



17
Properties=species:S:1:pos:R:3:lowdin_charge:R:1 method="wB97M-V/def2-TZVPD" lumo_ha="-0.1701 / -0.1470" homo_energy_ha="-0.508 / -0.464" total_energy_ev=-13904.39280 charge=+1 de_lowest_kj_mol=562.4
I -1.276 -2.719 -0.876 0.82
N -0.624 0.117 0.198 -0.24
C -0.527 0.073 1.643 -0.05
C -0.197 1.620 -0.267 0.05
C 1.526 -1.123 -0.578 -0.11
C 0.049 -0.986 -0.492 -0.66
H -1.647 0.158 0.203 0.14
H -0.946 2.343 0.123 0.11
H -1.217 0.949 1.954 0.15
H 0.821 1.669 0.258 0.11
H -0.056 1.916 -1.335 0.09
H 0.452 0.004 2.117 0.12
H 1.825 -1.279 -1.628 0.10
H -0.903 0.132 -3.202 0.10
H 1.843 -1.911 0.016 0.06
H -1.052 -0.816 1.963 0.10
H 1.928 -0.148 -0.099 0.11



18
Properties=species:S:1:pos:R:3:lowdin_charge:R:1 method="wB97M-V/def2-TZVPD" lumo_ha=-0.1776 homo_energy_ha=-0.466 total_energy_ev=-15954.13108 charge=+1 de_lowest_kj_mol=373.7
I -4.173 0.021 -0.024 0.37
O 0.576 -1.325 0.122 -0.11
N 0.678 0.901 0.078 -0.16
C 0.967 -0.180 0.733 -0.09
C 1.100 2.166 0.637 -0.02
C -0.367 0.949 -0.928 -0.01
C 0.798 -3.272 0.127 0.33
H 1.630 -3.411 -0.503 0.07
H 1.629 -0.037 1.588 0.17
H -5.583 -0.561 0.520 -0.32
H 0.537 -3.433 1.211 0.11
H -0.766 -0.103 -1.032 0.11
H 0.294 2.693 1.338 0.17
H 1.937 2.101 1.199 0.05
H -0.258 1.579 -1.848 0.14
H -0.091 -3.440 -0.357 0.04
H -1.152 1.389 -0.476 0.02
H 1.485 2.687 -0.269 0.13